Entry 1:
Density functional theory data (the ωB97M-V functional and the def2-TZVPD basis) for C5H6O as an isolated structure.

Last column: Mulliken charge in e.
Cartesian coordinates (Å):
C 0.9789 -0.9592 1.0288  -1.0754
C 0.5621 -0.1384 -0.1508  0.6501
O 1.3194 0.6735 -0.6380  -0.5536
C -0.8775 -0.2154 -0.6948  -0.2762
C -1.2717 1.1972 -0.5528  0.1126
C -1.3909 2.4128 -0.2396  -0.7298
H 1.6322 -1.7582 0.6677  0.2902
H 0.1368 -1.3900 1.5722  0.3260
H 1.5678 -0.3104 1.6822  0.3194
H -1.5161 -0.9068 -0.1379  0.3142
H -0.8670 -0.5198 -1.7486  0.2137
H -0.2738 1.9148 -0.7882  0.4088

Cartesian forces, eV/Å:
C 0.038 -0.114 0.094
C 0.512 0.169 -0.119
O -0.125 -0.583 0.080
C 0.047 -0.035 -0.020
C 0.012 0.570 0.045
C 0.021 -0.583 -0.335
H -0.050 -0.029 0.100
H 0.102 0.016 -0.078
H -0.052 -0.186 -0.054
H 0.103 0.270 -0.006
H 0.059 0.031 0.182
H -0.666 0.474 0.113

## Properties
- Molar mass: 82.10 g mol⁻¹
- Frontier orbital gap: 10.7 eV

=====

Entry 2:
Density functional theory data (the ωB97M-V functional and the def2-TZVPD basis) for one molecule with the formula C5H6O.

Last column: Mulliken charge in e.
Cartesian coordinates (Å):
C -1.3304 0.8674 0.1713  -0.9945
C -0.9882 -0.4602 -0.4597  0.5225
O -1.8392 -1.1950 -0.9080  -0.5456
C 0.4817 -0.8796 -0.6097  -0.6161
C 1.4482 -0.2637 0.2986  -0.4399
C 2.2567 0.2270 1.0439  0.1762
H -2.3732 0.8395 0.4931  0.3166
H -1.2242 1.6564 -0.5837  0.2691
H -0.6688 1.1188 1.0035  0.3308
H 0.7642 -0.6642 -1.6492  0.2666
H 0.4985 -1.9695 -0.5098  0.3143
H 2.9748 0.6556 1.7083  0.3999

Cartesian forces, eV/Å:
C -0.058 -0.002 0.037
C -0.230 -0.121 -0.151
O 0.309 0.265 0.206
C 0.024 -0.072 -0.024
C 0.348 0.229 0.322
C -0.350 -0.193 -0.283
H 0.148 0.031 -0.047
H 0.043 -0.124 0.066
H -0.076 -0.085 -0.117
H -0.058 0.003 0.134
H 0.032 0.139 -0.018
H -0.132 -0.070 -0.126

## Properties
- Structure (SMILES): C#CCC(C)=O
- Molar mass: 82.10 g mol⁻¹
- Frontier orbital gap: 10.6 eV

=====

Entry 3:
Density functional theory data (the ωB97M-V functional and the def2-TZVPD basis) for one molecule with the formula C5H6O.

Last column: Mulliken charge in e.
Cartesian coordinates (Å):
C -1.3894 -0.7131 -2.2840  0.1522
C -0.5362 -0.4991 -1.4579  -0.8036
C 0.4999 0.0871 -0.5860  0.2269
C -0.0531 0.7487 0.7098  -0.3627
C -0.0670 -0.0427 1.7996  -0.6212
O 1.5030 -0.6827 0.0307  -0.5769
H -2.1314 -0.8979 -3.0335  0.4109
H 1.0033 0.8270 -1.2244  0.2711
H 1.4920 0.1429 0.7799  0.4482
H -0.2938 1.8026 0.7693  0.2855
H 0.1225 -1.1147 1.6874  0.2961
H -0.1499 0.3421 2.8092  0.2734

Cartesian forces, eV/Å:
C 0.427 0.020 0.420
C -0.176 -0.246 -0.311
C -0.819 1.043 0.146
C -1.152 -0.080 0.177
C -0.365 0.419 -0.073
O 0.840 1.859 1.008
H 0.174 -0.043 0.258
H -0.349 0.248 0.102
H 1.926 -3.868 -1.671
H 0.007 0.032 -0.117
H -0.029 0.506 0.197
H -0.486 0.110 -0.137

## Properties
- Structure (SMILES): C#C[C@H](O)C=C
- Molar mass: 82.10 g mol⁻¹
- Frontier orbital gap: 10.6 eV

=====

Entry 4:
Density functional theory data (the ωB97M-V functional and the def2-TZVPD basis) for one molecule with the formula C5H6O.

Last column: Mulliken charge in e.
Cartesian coordinates (Å):
C 1.9931 -0.3302 0.0216  -0.0712
C 1.8167 -0.1053 -1.2296  -0.5676
C 0.4745 -0.7133 0.2693  -0.5600
C -0.4851 0.4474 0.3918  0.1518
C -1.5645 0.6852 -0.5706  -0.4077
O -1.8169 0.0623 0.6850  -0.4242
H 2.7279 -0.3968 0.8093  0.3830
H 0.5474 -1.2362 1.2263  0.3213
H 0.0896 -1.4453 -0.4448  0.3481
H -0.1147 1.3018 0.9623  0.3558
H -1.6818 0.0444 -1.4456  0.2210
H -1.9862 1.6860 -0.6749  0.2496

Cartesian forces, eV/Å:
C -0.262 0.080 -0.537
C 0.532 -0.022 0.276
C -0.267 -0.180 0.147
C 0.203 0.040 0.094
C -0.018 0.091 -0.227
O -0.190 -0.032 0.200
H -0.115 0.168 -0.186
H -0.158 -0.013 -0.028
H 0.035 0.123 0.092
H -0.064 -0.134 -0.059
H 0.148 0.046 0.195
H 0.157 -0.168 0.033

## Properties
- Molar mass: 82.10 g mol⁻¹
- Frontier orbital gap: 10.5 eV

=====

Entry 5:
Density functional theory data (the ωB97M-V functional and the def2-TZVPD basis) for one molecule with the formula C5H6O.

Last column: Mulliken charge in e.
Cartesian coordinates (Å):
O -2.6309 0.0035 -0.7534  -0.4745
C -2.1707 -0.2220 0.3403  0.0332
C -0.7283 -0.0287 0.6913  -0.4083
C 0.0656 0.5121 -0.4529  -0.2695
C 1.3558 0.3968 -0.3856  -0.0399
C 2.5287 -0.1388 -0.5173  -0.6925
H -2.8100 -0.5779 1.1712  0.3394
H -0.3065 -0.9699 1.0761  0.3308
H -0.6662 0.6768 1.5317  0.2587
H 2.3296 -0.8150 -1.3436  0.2496
H -0.4246 0.9754 -1.3010  0.3988
H 3.4574 0.1877 -0.0568  0.2743

Cartesian forces, eV/Å:
O 0.063 -0.150 0.486
C -0.254 0.040 -0.245
C -0.179 0.013 0.047
C 0.121 0.256 0.107
C -0.223 0.129 -0.005
C -0.269 0.455 -0.329
H -0.092 -0.020 -0.084
H -0.147 0.127 -0.104
H -0.248 -0.150 0.020
H 1.440 -0.895 0.272
H -0.080 0.392 0.327
H -0.132 -0.197 -0.490

## Properties
- Structure (SMILES): C=C=CCC=O
- Molar mass: 82.10 g mol⁻¹
- Frontier orbital gap: 10.1 eV

=====

Entry 6:
Density functional theory data (the ωB97M-V functional and the def2-TZVPD basis) for one molecule with the formula C5H6O.

Last column: Mulliken charge in e.
Cartesian coordinates (Å):
C -1.1281 0.3926 -0.0598  -0.9563
C -1.0253 -1.1599 -0.1005  -0.1999
C 0.4563 -1.2953 -0.0160  -0.2995
C 1.1867 -0.3123 -0.0968  0.0941
C 2.0123 0.8243 0.1830  0.0598
O 1.6696 1.9871 0.2176  -0.4504
H -0.9572 0.7324 0.9734  0.2689
H -0.3027 0.7218 -0.7168  0.2471
H -1.9922 0.8888 -0.4777  0.3659
H -1.4022 -1.5798 -1.0375  0.2784
H -1.5404 -1.6779 0.7173  0.2877
H 3.0231 0.4783 0.4138  0.3042

Cartesian forces, eV/Å:
C -0.387 0.307 -0.349
C -0.146 0.120 -0.095
C 0.068 0.700 -0.120
C 0.958 -1.168 0.383
C 0.465 0.121 0.127
O 0.076 -0.754 -0.165
H -0.009 0.032 -0.504
H -0.910 0.351 0.425
H -0.847 -0.261 0.236
H 0.087 -0.011 0.092
H 0.084 0.178 -0.167
H 0.562 0.385 0.137

## Properties
- Structure (SMILES): CCC#CC=O
- Molar mass: 82.10 g mol⁻¹
- Frontier orbital gap: 10.0 eV

=====

Entry 7:
Density functional theory data (the ωB97M-V functional and the def2-TZVPD basis) for C5H6O as an isolated structure.

Last column: Mulliken charge in e.
Cartesian coordinates (Å):
C -2.5585 0.4085 -0.1996  0.2763
C -1.3916 0.1860 -0.0456  -0.8576
C 1.0549 0.5375 -0.6857  -0.6355
C 0.9799 0.3866 0.8142  -0.6057
C -0.0126 -0.2139 -0.0018  0.6385
O -0.0777 -2.0146 -0.3456  -0.5729
H -3.6322 0.3929 -0.2282  0.4404
H 0.9288 1.5396 -0.9915  0.2777
H 1.8456 0.0625 -1.3205  0.2245
H 1.8641 -0.1724 1.3050  0.2266
H 0.6382 1.2445 1.2668  0.3137
H 0.3610 -2.3573 0.4325  0.2741

Cartesian forces, eV/Å:
C -0.564 -0.390 0.269
C 0.359 -0.375 -0.130
C 1.595 -0.591 -0.757
C 4.168 -2.110 0.896
C -2.289 -4.453 -2.469
O 0.305 4.519 0.486
H 0.405 0.369 -0.088
H -0.861 0.804 -0.612
H -0.929 -0.093 1.112
H -1.944 0.794 -0.655
H -0.446 1.656 1.489
H 0.202 -0.129 0.460

## Properties
- Molar mass: 82.10 g mol⁻¹
- Frontier orbital gap: 10.7 eV

=====

Entry 8:
Density functional theory data (the ωB97M-V functional and the def2-TZVPD basis) for one molecule with the formula C5H6O.

Last column: Mulliken charge in e.
Cartesian coordinates (Å):
O -1.5173 1.7012 1.0510  -0.5740
C -0.8994 0.8000 0.5321  0.4388
C -0.0086 0.9129 -0.7075  -0.4372
C 0.8206 -0.3812 -0.7123  -0.5053
C 0.3627 -1.1127 0.5287  -0.3759
C -0.7273 -0.5703 1.0758  -0.3910
H 0.6053 1.8148 -0.6329  0.2545
H -0.6438 1.0215 -1.5933  0.2699
H 0.5717 -1.0183 -1.5713  0.2305
H 1.9006 -0.2074 -0.7520  0.3104
H 0.8789 -1.9894 0.9088  0.3805
H -1.3432 -0.9711 1.8728  0.3988

Cartesian forces, eV/Å:
O -0.012 -0.280 -0.301
C -0.081 0.173 0.053
C -0.017 0.045 -0.001
C 0.030 -0.025 0.011
C -0.113 -0.019 -0.018
C 0.163 0.028 0.093
H -0.095 -0.121 0.000
H 0.087 -0.007 0.143
H 0.140 0.127 0.069
H -0.151 -0.009 0.107
H -0.225 -0.083 -0.238
H 0.274 0.170 0.082

## Properties
- Structure (SMILES): O=C1C=CCC1
- Molar mass: 82.10 g mol⁻¹
- Frontier orbital gap: 10.3 eV

=====

HOMO level values (in eV) by entry order: -10.20; -9.70; -9.68; -10.23; -9.22; -9.91; -10.06; -9.51.
Energy above the lowest of the compared OMol25 structures with the same formula, charge and spin values (in kcal/mol) by entry order: 87.74; 35.98; 101.24; 115.71; 54.40; 84.31; 106.39; 3.39.
Lowest unoccupied orbital energy values (in eV) by entry order: 0.6; 0.9; 0.9; 0.3; 0.9; 0.1; 0.6; 0.8.